No. 1
Here is a cluster of 4 separate species, H8O4 in total from OMol25. Energies are from wB97M-V/def2-TZVPD.

Its charge is 0. The structure (SMILES) is O.O.O.O. The value obtained for the lowest unoccupied orbital energy is 0.268 eV. As for the HOMO energy: -11.166 eV. For the energy above the lowest of the compared OMol25 structures with the same formula, charge and spin, the calculation gives 85.03 kJ/mol. The value obtained for the frontier orbital gap is 0.4202 Eh. The value obtained for the largest force on an atom is 0.83 eV Å⁻¹.

Geometry as XYZ:
```
12
Properties=species:S:1:pos:R:3:nbo_charge:R:1
O -12.544 20.035 -16.876 -0.955
O -14.878 18.868 -16.238 -0.959
O -15.432 21.542 -18.091 -0.950
H -11.772 19.492 -16.715 0.486
H -17.113 23.222 -17.536 0.482
H -17.884 24.069 -16.546 0.461
H -15.862 20.743 -18.394 0.484
H -15.094 21.319 -17.224 0.466
H -12.206 20.930 -16.904 0.486
H -15.101 19.519 -15.572 0.457
H -14.132 19.246 -16.703 0.487
O -17.979 23.597 -17.373 -0.945
```

No. 2
Here is a structure of composition C24H71O12V from OMol25. Energies are from wB97M-V/def2-TZVPD.

Its charge is +1. The value obtained for the lowest unoccupied orbital energy (spin up / spin down) is -1.935 / -2.854 eV. As for the HOMO energy (spin up / spin down): -9.356 / -11.310 eV. Its multiplicity is 4. For the energy above the lowest of the compared OMol25 structures with the same formula, charge and spin, the calculation gives 2604.57 kJ/mol. Its expectation value of S² is 3.7567. The value obtained for the frontier orbital gap (spin up / spin down) is 0.2727 / 0.3108 Eh. The value obtained for the largest force on an atom is 19.14 eV Å⁻¹.

Geometry as XYZ:
```
108
Properties=species:S:1:pos:R:3:mulliken_spin:R:1
H 0.331 1.476 -3.178 0.000
C -1.943 2.823 -0.169 -0.118
H 2.152 -2.510 -2.774 0.000
H 0.493 -1.124 -2.742 -0.001
H -0.434 1.101 -4.703 0.000
H 3.625 -0.677 2.326 0.000
C -0.923 -0.275 4.048 -0.003
H 2.205 -1.494 -0.940 0.004
H -1.431 -1.342 0.994 0.069
C -3.096 -2.398 -2.852 0.000
C 0.569 -3.418 0.880 0.000
C -4.547 1.420 -1.878 0.004
O -2.936 -2.052 -4.223 0.000
H 4.429 -2.803 1.111 0.000
H -1.032 1.170 -1.267 -0.026
H 1.170 -0.994 3.497 0.017
H 1.051 2.203 -1.934 -0.001
H -0.817 -3.988 -0.683 0.000
H 3.170 4.443 -1.089 0.000
O 2.317 -1.789 1.317 0.002
C -0.823 0.111 -1.116 0.030
H -4.355 3.091 -2.805 0.000
O 3.436 1.645 3.688 -0.001
H -1.185 1.052 0.215 0.049
H -1.284 -1.280 -2.475 -0.002
H 0.503 4.667 -0.339 -0.001
C -0.164 -3.148 -0.445 -0.002
H 1.706 0.447 0.172 0.045
H 1.412 -2.738 1.001 0.000
H -1.135 3.528 -0.366 0.044
H -3.534 -1.339 -4.459 0.000
H -3.840 -0.589 -1.118 0.004
H -0.439 2.808 -1.408 -0.002
O -0.389 -3.329 1.900 0.000
H 3.507 0.656 -2.470 0.000
H 0.187 -3.424 2.663 0.001
H 1.655 2.677 3.817 0.001
H 1.519 -1.258 1.362 0.000
H -3.236 3.733 1.365 0.000
C 0.861 0.643 0.831 0.484
H -0.594 0.529 4.707 0.005
H -0.317 -1.478 5.818 0.000
H -5.507 0.936 -2.058 0.000
O -4.076 2.192 -2.992 0.000
H -3.295 4.424 -0.169 -0.003
H 3.847 -1.890 -1.269 0.000
H -4.571 2.026 -0.973 0.001
C 3.158 -1.653 2.458 0.002
H 1.591 1.161 3.164 0.064
V -1.808 1.160 2.077 2.709
H 2.481 3.824 1.758 0.002
C 1.194 4.105 -0.968 0.001
H -3.824 -1.722 -2.404 0.001
O 1.723 -0.404 -4.190 0.000
H 1.109 4.606 -1.932 0.000
C 3.431 0.186 -1.489 0.000
H 0.620 -3.034 -1.195 0.001
H 0.714 2.200 -0.137 -0.033
H 2.473 -1.766 3.299 -0.001
H 1.641 2.589 1.022 0.017
H -0.740 -2.223 -0.440 -0.004
C 0.599 2.720 -1.088 0.003
H 4.397 0.252 -0.988 0.000
H -0.955 -3.003 -2.451 0.000
C 2.244 2.035 3.162 -0.001
H 1.315 0.371 1.783 0.067
H 3.948 2.455 3.752 0.000
C 2.455 2.735 1.733 -0.046
H -0.031 -0.023 -1.853 0.008
H -1.564 -0.534 -1.588 -0.032
H -3.468 -3.423 -2.843 0.000
C 0.478 -0.648 -3.723 0.001
H 1.039 -4.402 0.882 0.000
O -2.105 0.168 3.395 0.075
H -1.919 -1.174 5.690 -0.002
H -1.823 -2.115 -1.110 0.002
H 2.589 0.702 -1.028 0.000
C -1.694 -2.248 -2.184 -0.002
H -2.575 0.665 -1.232 0.050
H 0.029 -1.367 -4.409 0.000
H 3.382 2.435 1.245 0.001
O -1.631 1.768 0.674 -0.126
O -1.443 -0.200 1.274 0.107
H 5.061 -2.577 2.643 0.000
H 0.051 -1.225 0.383 -0.005
H -2.673 -1.840 1.860 -0.001
C 0.203 -0.700 3.088 -0.042
H 3.886 -3.850 2.438 0.000
H -2.207 2.352 -1.116 0.031
C -0.246 0.713 -3.702 0.000
C 3.037 -1.238 -1.596 -0.004
C -3.469 0.254 -1.701 0.019
C -1.081 -1.432 5.042 0.010
C -3.178 3.453 0.313 0.008
H 2.423 -0.758 -3.637 0.000
O 2.601 -1.664 -2.833 0.000
H -1.153 0.638 -3.102 0.000
O 2.527 4.171 -0.430 0.000
O -1.929 -2.099 1.312 0.001
C 4.118 -2.823 2.155 0.000
H -1.344 -2.675 1.810 -0.001
H -0.124 -1.409 2.328 -0.074
H 0.473 0.128 2.434 -0.029
H 0.606 1.693 0.981 -0.168
H -3.075 -0.103 -2.653 0.003
C -0.348 -0.211 0.357 -0.196
H -4.098 2.881 0.196 -0.020
H -1.331 -2.339 4.493 0.000
```

No. 3
Here is a cluster of 2 separate species, C6H10O in total from OMol25. Energies are from wB97M-V/def2-TZVPD.

Its charge is 0. The value obtained for the lowest unoccupied orbital energy (spin up / spin down) is -0.060 / -0.061 eV. As for the HOMO energy (spin up / spin down): -8.555 / -8.555 eV. For the energy above the lowest of the compared OMol25 structures with the same formula, charge and spin, the calculation gives 545.22 kJ/mol. The value obtained for the frontier orbital gap (spin up / spin down) is 0.3122 / 0.3121 Eh. The value obtained for the largest force on an atom is 0.46 eV Å⁻¹.

Geometry as XYZ:
```
17
Properties=species:S:1:pos:R:3:nbo_charge:R:1
H -1.802 -1.426 -0.903 0.211
H 1.724 -0.384 0.473 0.218
H 2.508 2.282 -0.259 0.208
H -0.134 0.507 1.861 0.185
H -0.472 -1.726 0.998 0.083
C 1.583 1.819 0.074 -0.155
H -1.482 1.157 -0.509 0.465
C -1.047 -2.223 -0.942 -0.816
C 0.507 2.278 0.719 -0.236
H 0.194 3.255 1.075 0.211
H 0.817 0.052 -0.998 0.203
H -0.259 -1.910 -1.658 0.275
O -1.424 0.705 0.344 -0.708
H -1.437 -3.147 -1.390 0.247
C -0.250 -2.532 0.268 -0.003
C -0.124 0.906 0.841 0.077
C 1.098 0.387 0.006 -0.465
```

No. 4
Here is an isolated molecule of C4H5N3 from OMol25. Energies are from wB97M-V/def2-TZVPD.

Its charge is 0. The structure (SMILES) is C=NN(C)N1C#C1. The value obtained for the lowest unoccupied orbital energy is 0.576 eV. As for the HOMO energy: -9.741 eV. For the energy above the lowest of the compared OMol25 structures with the same formula, charge and spin, the calculation gives 851.97 kJ/mol. The value obtained for the frontier orbital gap is 0.3791 Eh. The value obtained for the largest force on an atom is 3.08 eV Å⁻¹.

Geometry as XYZ:
```
12
Properties=species:S:1:pos:R:3:nbo_charge:R:1
H 0.469 0.556 0.298 0.213
H 1.341 -0.999 0.531 0.153
C -3.676 0.751 -0.284 0.054
C 0.474 -1.704 0.426 -0.166
N -2.682 -0.113 -0.259 -0.273
H -0.461 1.445 -0.992 0.218
N -1.279 -0.245 -0.170 -0.074
C -3.814 -0.778 -0.120 0.095
H -0.914 1.493 0.714 0.212
N -0.714 -1.399 0.134 -0.207
H 0.577 -2.741 0.566 0.201
C -0.498 0.967 -0.055 -0.427
```

No. 5
Here is a structure of composition C16H24As2BeN3O2S from OMol25. Energies are from wB97M-V/def2-TZVPD.

Its charge is +1. The value obtained for the lowest unoccupied orbital energy is -2.399 eV. As for the HOMO energy: -11.069 eV. For the energy above the lowest of the compared OMol25 structures with the same formula, charge and spin, the calculation gives 51.16 kJ/mol. The value obtained for the frontier orbital gap is 0.3186 Eh. The value obtained for the largest force on an atom is 1.25 eV Å⁻¹.

Geometry as XYZ:
```
49
Properties=species:S:1:pos:R:3:nbo_charge:R:1
C -1.860 2.835 -1.049 -0.927
C -2.465 -2.782 -3.198 0.282
H 2.750 4.649 -2.636 0.230
H 0.366 2.887 2.274 0.241
C -2.607 -1.612 -1.076 0.663
C 2.534 -0.238 1.603 -0.938
H -1.941 2.254 -1.966 0.257
C 2.559 -1.834 -0.983 -0.940
H 2.210 -1.881 -2.018 0.269
H -4.241 -1.980 0.070 0.410
H -2.821 2.845 -0.539 0.245
H 2.375 -1.130 2.204 0.238
C -1.949 -1.835 -2.282 -0.537
H -4.250 -2.765 -1.482 0.430
N 0.120 -0.387 -2.773 -0.402
H 2.335 -2.773 -0.476 0.245
C 3.197 1.423 -1.718 -0.139
N -3.773 -2.215 -0.786 -0.794
S -1.631 -1.779 2.600 1.268
H 4.350 2.786 -2.902 0.230
H -1.564 3.855 -1.285 0.237
O -0.474 -1.308 1.686 -1.116
H -0.228 4.213 1.254 0.241
H -1.556 -2.333 4.890 0.255
C -0.437 3.205 1.610 -0.925
H -0.778 -3.969 2.293 0.250
H -2.455 -3.973 2.937 0.254
C 1.390 3.511 -1.434 -0.197
O -2.145 -0.806 -0.189 -0.937
H 3.632 -1.665 -0.954 0.236
H 0.689 4.332 -1.343 0.213
H -0.621 -0.868 4.516 0.258
H 3.902 0.611 -1.844 0.210
N -2.966 -3.580 -3.861 -0.317
C 3.451 2.648 -2.317 -0.193
As -0.553 1.991 0.102 0.796
C 2.041 1.238 -0.972 -0.350
As 1.599 -0.419 -0.088 0.831
H 2.142 0.628 2.137 0.234
H -2.165 -3.601 1.215 0.263
Be -0.687 -0.350 0.223 1.523
H -1.380 3.199 2.154 0.242
C 2.553 3.694 -2.169 -0.186
C 1.124 2.284 -0.836 -0.343
H 0.060 -2.476 4.119 0.249
C -0.850 -1.881 4.196 -0.807
C -1.767 -3.516 2.228 -0.815
C -0.817 -1.033 -2.561 0.322
H 3.599 -0.096 1.427 0.241
```

No. 6
Here is a cluster of 5 separate species, C3H16O5 in total from OMol25. Energies are from wB97M-V/def2-TZVPD.

Its charge is 0. The structure (SMILES) is CCCO.O.O.O.O. The value obtained for the lowest unoccupied orbital energy is 0.422 eV. As for the HOMO energy: -10.217 eV. For the energy above the lowest of the compared OMol25 structures with the same formula, charge and spin, the calculation gives 172.41 kJ/mol. The value obtained for the frontier orbital gap is 0.3910 Eh. The value obtained for the largest force on an atom is 2.06 eV Å⁻¹.

Geometry as XYZ:
```
24
Properties=species:S:1:pos:R:3:nbo_charge:R:1
H 1.256 0.601 2.444 0.461
O 0.413 -1.594 -2.388 -0.945
O 0.787 -0.158 2.807 -0.938
H 0.120 1.194 -0.817 0.197
H -0.648 -0.995 -0.644 0.185
H -3.233 0.031 -0.656 0.463
H 1.312 -2.421 2.700 0.485
H 0.297 -1.609 -3.349 0.471
O 2.492 0.407 -2.352 -0.945
H 1.397 -0.306 3.540 0.477
C -1.243 2.264 0.494 -0.627
H 2.574 -2.109 1.759 0.481
H -0.320 2.753 0.815 0.211
H -1.486 1.763 1.439 0.213
H 2.353 -0.380 -2.852 0.474
C -0.945 1.187 -0.555 -0.436
H 1.945 0.396 -1.568 0.472
H -1.466 -0.364 0.923 0.177
H -1.998 2.968 0.152 0.214
H -1.516 1.409 -1.475 0.213
H -0.449 -1.978 -2.170 0.478
O -2.561 -0.651 -0.732 -0.751
O 2.221 -2.151 2.645 -0.964
C -1.301 -0.256 -0.161 -0.064
```

No. 7
Here is a structure of composition C7H6O from OMol25. Energies are from wB97M-V/def2-TZVPD.

Its charge is 0. The value obtained for the lowest unoccupied orbital energy is 0.401 eV. As for the HOMO energy: -8.176 eV. For the energy above the lowest of the compared OMol25 structures with the same formula, charge and spin, the calculation gives 412.97 kJ/mol. The value obtained for the frontier orbital gap is 0.3152 Eh. The value obtained for the largest force on an atom is 9.06 eV Å⁻¹.

Geometry as XYZ:
```
14
Properties=species:S:1:pos:R:3:nbo_charge:R:1
C -0.818 0.985 -0.686 -0.429
C -0.065 -0.220 -0.861 -0.175
C 1.320 -1.268 0.695 0.099
C -1.526 0.843 0.694 -0.182
C 0.928 -0.775 -1.428 0.163
C 0.340 -0.370 0.545 -0.166
H 1.435 -0.881 -2.412 0.206
O 1.819 -1.566 -0.649 -0.447
C -0.491 0.180 1.426 -0.203
H -1.666 1.401 -1.709 0.195
H -2.543 1.398 0.942 0.242
H 1.882 -1.400 1.645 0.215
H -0.007 1.921 -0.716 0.249
H -0.608 -0.247 2.513 0.232
```

no.,E (hartree)
1,-305.74682
2,-2802.51588
3,-309.63471
4,-319.38771
5,-5823.18000
6,-500.03784
7,-345.36792